The following is a DFT calculation (the ωB97M-V functional and the def2-TZVPD basis) of a cluster of 4 separate species, C14H34B2ClF2N2O9S in total at a distorted geometry.

HOMO, eV: -5.93
Charge: -1
E, hartree: -2448.353655
2S+1: 1
F_max, hartree/bohr: 0.168

Last column: Löwdin charge in e.
Geometry (Å):
C1 3.03 -0.90 0.29  -0.2425
H1 6.96 -2.14 -2.16  0.0973
H2 -2.56 2.85 -5.35  0.0777
C2 -4.47 -3.30 0.32  -0.0606
H3 1.13 2.70 4.27  0.0700
H4 0.58 5.36 5.38  0.0750
B1 0.47 -0.47 -0.90  -0.3791
H5 -5.73 -1.21 -1.01  0.0763
H6 -2.64 -0.81 -4.41  0.0839
C3 0.77 4.52 6.05  -0.0767
C4 0.17 2.14 6.59  -0.0761
H7 0.57 4.84 7.08  0.0724
O1 0.96 -1.39 1.30  -0.0976
C5 -1.55 0.96 -5.04  -0.4929
C6 -5.40 -0.99 0.01  -0.0686
H8 -3.59 -3.88 0.60  0.0854
H9 1.22 1.81 6.52  0.0764
C7 6.23 -1.20 -2.06  -0.0556
S1 1.35 -3.23 -0.75  0.9474
C8 -4.18 -1.81 0.39  -0.4994
H10 -5.27 -3.58 1.01  0.0770
C9 -2.77 1.78 -5.42  -0.0702
H11 4.47 0.94 -2.34  0.1064
O2 -1.15 1.30 -3.71  -0.0739
C10 1.51 -1.49 -0.09  -0.2216
H12 -1.88 1.08 -3.11  0.0979
O3 2.54 0.27 1.09  -0.0358
H13 -0.72 1.21 -5.71  0.1397
H14 3.33 1.61 -1.00  0.1043
H15 -0.96 -1.11 -4.82  0.0871
C11 4.16 0.79 -1.20  -0.0945
C12 -1.84 -0.53 -5.11  -0.0572
H16 -2.14 -0.83 -6.12  0.0770
H17 0.53 0.99 -2.48  0.0561
N1 3.69 -0.63 -1.05  -0.0242
H18 -6.24 -1.19 0.70  0.0769
H19 6.74 -0.30 -1.50  0.0738
O4 -0.10 -3.80 -0.75  -0.3575
H20 -3.61 1.58 -4.73  0.0807
H21 -4.77 -3.60 -0.69  0.0791
F1 2.32 -4.24 0.24  -0.2334
H22 -0.05 2.39 7.63  0.0714
F2 3.80 -1.64 1.35  -0.0056
O5 4.64 -2.99 -1.18  -0.0679
H23 -5.19 0.08 0.08  0.0799
Cl1 1.59 -0.20 3.79  0.5038
H24 6.07 -0.83 -3.19  0.0878
H25 -0.44 1.28 6.30  0.0805
O6 0.19 2.95 4.33  -0.0746
C13 4.77 -1.65 -1.37  -0.2342
O7 -3.78 -1.47 1.72  -0.0486
H26 0.42 0.69 1.88  0.0654
H27 -1.15 3.60 5.73  0.1349
H28 -1.28 -1.40 -0.27  0.0938
N2 0.85 0.88 -1.49  0.1278
H29 -4.51 -1.69 2.32  0.0897
O8 1.79 -3.20 -2.26  -0.3495
H30 -3.35 -1.56 -0.28  0.1208
H31 0.31 1.59 -0.91  0.1079
C14 -0.09 3.32 5.67  -0.5073
O9 -0.96 -0.90 -1.09  0.0214
H32 -3.10 1.55 -6.44  0.0767
B2 1.34 -0.07 1.93  -1.0551
H33 1.83 4.28 5.97  0.0803
H34 5.13 0.92 -0.54  0.1002